90
Properties=species:S:1:pos:R:3:forces:R:3 method="wB97M-V/def2-TZVPD" gap_ha=0.2571 homo_ev=-7.3963 spin_multiplicity=1 charge=0 lumo_ha=-0.01466 e_above_lowest_ev=0.857
H -0.5485 3.0049 -5.1072 0.0 0.0 0.0
H 5.9754 -1.4043 3.6939 0.0 0.0 0.0
H -1.4420 -1.3876 -7.8180 0.0 0.0 0.0
H 5.4694 -4.5885 -2.4191 0.0 0.0 0.0
C -3.4270 -4.5942 -0.1120 0.0 0.0 0.0
C -1.5111 3.2372 2.3796 0.0 0.0 0.0
N -1.3353 -0.5313 -7.3078 0.0 0.0 0.0
C 3.8876 -3.2394 -2.9636 0.0 -0.1 0.0
C -1.5668 6.3319 2.7578 0.0 0.0 0.0
H -0.2205 -2.9504 -2.5366 0.0 0.0 0.0
N 2.8026 -1.3632 1.5049 0.0 0.0 0.0
C 4.8131 -3.3838 -0.7697 0.0 0.0 0.0
H 3.8396 -3.5348 -4.0024 0.0 0.0 0.0
H -2.0157 1.1560 2.5388 0.0 0.0 0.0
N -0.1804 6.0982 0.8452 0.1 0.0 0.0
C -1.4192 -5.8942 -0.1751 0.0 0.0 0.0
H 1.6237 4.3036 1.7559 0.0 0.0 0.0
C -0.6604 -1.7240 -4.1241 0.0 0.0 0.0
H -3.0785 -2.4711 -0.1137 0.0 0.0 0.0
H 6.0356 -2.2578 1.3701 0.0 0.0 0.0
H -4.5038 -4.5086 -0.0802 0.0 0.0 0.0
H 1.9919 1.8463 1.9445 0.0 0.0 0.0
C 2.7814 -0.9034 2.7516 0.0 0.0 0.0
H -0.8863 -6.8330 -0.1896 0.0 0.0 0.0
C 4.7911 -3.8139 -2.0863 0.0 0.0 0.0
H -0.2399 5.1589 -3.8094 0.0 0.0 0.0
H -2.5324 3.5784 2.4875 0.0 0.0 0.0
C -0.4817 3.0176 -4.0298 0.0 0.0 0.0
C 5.0796 -1.3999 3.0869 0.0 0.0 0.0
C 0.8039 3.6333 1.9764 0.0 0.0 0.0
N -3.4064 -3.9504 4.0499 0.0 0.0 0.0
H -2.0115 -5.4411 4.3976 0.0 0.0 0.0
H -0.9985 -0.7228 3.6366 0.0 -0.1 0.1
C -1.1695 -3.6374 3.7538 0.0 0.0 0.0
C -3.2160 -2.7388 3.6371 0.0 0.0 0.0
N -0.9260 -1.7716 -5.4273 0.0 0.0 0.0
C -0.3142 4.1973 -3.3186 0.0 0.0 0.0
N -2.1463 -4.4858 4.1194 0.0 0.0 0.0
N -1.1929 8.1844 1.3044 0.0 0.0 0.0
O 1.6450 7.5781 -0.9158 0.0 0.0 0.0
C -1.7374 7.6577 2.3958 0.0 0.0 0.0
H -5.2413 -2.1902 3.5100 0.0 0.0 0.0
C 3.9323 -2.3824 -0.3698 0.0 0.0 0.0
N -1.8738 -2.4938 3.4774 0.0 0.0 0.0
O -0.5206 7.1581 -1.9651 0.0 0.0 0.0
N -0.4853 1.7561 -1.9978 0.0 0.0 0.0
C -1.2218 1.8833 2.4046 0.0 0.0 0.0
H -0.5135 -3.7492 -4.0496 0.0 0.0 0.0
C 3.0217 -2.2775 -2.4677 0.0 0.1 0.0
H -0.2928 2.8171 -0.2525 0.0 0.0 0.0
Cs 0.3215 -0.6474 -0.3171 -0.1 0.1 0.0
C -0.6944 0.5252 -4.0638 0.0 0.0 0.0
N -0.5229 -2.9140 -3.4933 0.0 0.0 0.0
C -2.8005 -5.8330 -0.1345 0.0 0.0 0.0
H -2.3394 8.3258 3.0034 0.0 0.0 0.0
C 3.8892 -0.9014 3.5854 0.0 0.0 0.0
C -2.6364 -3.4611 -0.1326 0.0 0.0 0.0
H -0.0940 5.0477 -1.3658 0.0 0.0 0.0
H -4.1755 -1.3375 2.3650 0.0 0.0 0.0
C 3.9470 -1.8602 1.0304 0.0 0.0 0.0
H 1.8301 -0.5142 3.1005 0.0 0.0 0.0
N -1.3007 -3.5035 -0.1724 0.0 0.0 0.0
Br 1.1656 -4.7052 -0.2538 0.0 0.0 -0.1
H -0.4746 -1.6741 2.4444 0.0 0.0 0.0
H -4.1754 -0.8868 4.0669 0.0 0.0 0.0
C -0.4380 7.3783 0.5665 -0.1 0.0 -0.1
N -0.9687 0.6061 -5.3570 0.0 0.0 0.0
C -0.7512 5.5823 1.9223 -0.1 0.0 0.0
C -0.5532 1.8190 -3.3294 0.0 0.0 0.0
N -0.5249 -0.6134 -3.3827 0.0 0.0 0.0
C -0.4841 4.1370 2.1319 0.1 0.0 0.0
C -0.7299 -4.6902 -0.1897 0.0 0.0 0.0
N 3.0370 -1.8546 -1.2074 0.1 0.1 0.0
C -0.2355 4.1412 -1.9379 0.0 0.0 0.0
C -4.2668 -1.7278 3.3788 0.0 0.0 0.0
H 3.8139 -0.5142 4.5917 0.0 0.0 0.0
N 0.0060 1.3864 2.2444 0.0 0.0 0.1
N -1.3256 -1.3498 2.9045 0.0 0.0 -0.1
C 5.1116 -1.8870 1.7908 0.0 0.0 0.0
O -0.0194 9.3747 -1.0584 0.0 0.0 0.0
H -1.4655 0.3579 -7.7529 0.0 0.0 0.0
H 2.2801 -1.8177 -3.1146 0.0 0.0 0.0
H 5.4952 -3.8304 -0.0602 0.0 0.0 0.0
C -1.0707 -0.5709 -5.9903 0.0 0.0 0.0
H -3.3827 -6.7450 -0.1212 0.0 0.0 0.0
C 0.9974 2.2664 2.0598 0.0 0.0 0.0
S 0.2509 7.9603 -1.0194 0.0 0.1 0.1
S 0.4679 -3.8590 3.5826 0.0 0.0 0.0
C -0.3380 2.8984 -1.3323 0.0 0.0 -0.1
H -2.0220 5.9175 3.6467 0.0 0.0 0.0